Computed, not measured: one molecule with the formula C17H16N2O4S at a distorted geometry, with the ωB97M-V functional and the def2-TZVPD basis.

Geometry (Å):
C1 -1.23 3.26 3.42
O1 -1.07 3.15 2.03
C2 -1.35 1.95 1.45
C3 -1.74 0.80 2.12
C4 -1.99 -0.38 1.44
C5 -1.84 -0.43 0.07
N1 -2.09 -1.62 -0.62
S1 -1.23 -3.02 -0.28
O2 -1.21 -3.26 1.13
O3 -1.80 -4.02 -1.13
C6 0.41 -2.66 -0.93
C7 0.82 -3.33 -2.06
C8 2.05 -3.03 -2.66
C9 2.85 -2.05 -2.13
C10 2.46 -1.35 -0.98
C11 3.23 -0.31 -0.40
C12 2.76 0.32 0.72
C13 1.53 -0.09 1.27
N2 0.79 -1.03 0.76
C14 1.21 -1.66 -0.35
C15 -1.46 0.72 -0.63
C16 -1.21 1.90 0.04
O4 -0.82 3.07 -0.55
C17 -0.67 3.10 -1.94
H1 -0.56 2.59 3.96
H2 -0.98 4.29 3.66
H3 -2.26 3.06 3.73
H4 -1.85 0.81 3.19
H5 -2.26 -1.28 1.97
H6 -2.18 -1.53 -1.62
H7 0.16 -4.09 -2.46
H8 2.36 -3.57 -3.54
H9 3.80 -1.81 -2.59
H10 4.17 -0.04 -0.85
H11 3.32 1.11 1.19
H12 1.14 0.37 2.16
H13 -1.36 0.67 -1.70
H14 -0.37 4.11 -2.18
H15 -1.62 2.87 -2.45
H16 0.10 2.40 -2.28

- Relative energy (zero: lowest compared OMol25 entry of this formula, charge and spin): 45.1 kcal per mole
- 2S+1: 1
- HOMO energy: -7.705 eV
- Orbital gap: 7.44 eV
- LUMO energy: -0.010 hartree
- SMILES string: COc1ccc(NS(=O)(=O)c2cccc3cccnc23)cc1OC

Computed, not measured: C22H54CrF3N3O17P3 as an isolated structure at a distorted geometry, with the ωB97M-V functional and the def2-TZVPD basis.

Geometry (Å):
Cr1 -14.35 11.95 4.13
C1 -14.34 10.75 7.33
O1 -13.39 11.34 8.21
O2 -14.21 11.22 6.05
C2 -14.39 9.22 7.54
F1 -15.67 8.84 7.40
F2 -13.68 8.52 6.64
F3 -14.02 8.89 8.77
C3 -12.02 11.12 7.88
C4 -11.42 12.13 6.96
H1 -10.33 12.06 6.92
H2 -11.80 12.03 5.94
H3 -11.68 13.17 7.19
H4 -11.76 10.13 7.48
H5 -11.52 11.07 8.85
H6 -15.22 11.22 7.78
C5 -13.96 16.21 4.46
C6 -12.92 15.07 4.30
O3 -13.17 13.88 4.08
N1 -11.68 15.54 4.36
C7 -10.49 14.70 4.23
H7 -13.50 16.99 5.06
H8 -14.84 15.82 4.96
H9 -14.21 16.60 3.47
H10 -11.42 16.51 4.45
H11 -10.59 14.07 3.35
H12 -10.32 14.09 5.11
H13 -9.58 15.28 4.08
C8 -11.80 9.83 11.74
C9 -11.02 8.65 11.17
O4 -10.86 7.61 11.77
N2 -10.50 8.85 9.94
C10 -9.61 7.98 9.23
H14 -12.01 9.69 12.80
H15 -12.79 9.73 11.30
H16 -11.50 10.87 11.64
H17 -10.89 9.69 9.52
H18 -9.35 7.16 9.89
H19 -8.73 8.56 8.94
H20 -10.04 7.50 8.35
C11 -11.27 11.09 1.33
C12 -11.90 10.58 2.62
O5 -13.02 11.00 2.98
N3 -11.17 9.73 3.32
C13 -11.53 9.12 4.62
H21 -10.63 10.29 0.96
H22 -10.74 12.02 1.49
H23 -12.11 11.16 0.64
H24 -10.32 9.36 2.93
H25 -10.73 9.23 5.34
H26 -11.92 8.13 4.41
H27 -12.27 9.79 5.06
C14 -13.66 2.60 14.28
O6 -13.66 4.00 14.02
P1 -13.19 4.70 12.69
O7 -11.75 4.94 12.67
O8 -13.75 3.82 11.47
C15 -15.09 3.37 11.45
O9 -14.14 5.98 12.63
C16 -14.09 6.90 11.57
H28 -12.97 2.36 15.08
H29 -13.44 2.08 13.35
H30 -14.64 2.29 14.64
H31 -15.74 4.09 11.97
H32 -15.24 2.43 11.99
H33 -15.45 3.32 10.43
H34 -13.31 6.67 10.83
H35 -13.89 7.88 12.00
H36 -15.06 6.93 11.06
C17 -18.20 1.77 9.12
O10 -17.84 2.97 9.78
P2 -17.90 4.39 9.04
O11 -18.95 4.49 8.03
O12 -17.94 5.41 10.25
C18 -18.12 6.80 10.03
O13 -16.43 4.61 8.43
C19 -16.10 4.17 7.11
H37 -17.27 1.20 9.01
H38 -18.60 1.87 8.11
H39 -18.84 1.15 9.74
H40 -17.39 7.47 10.48
H41 -19.14 7.06 10.33
H42 -18.05 7.05 8.97
H43 -15.69 5.03 6.58
H44 -16.90 3.72 6.53
H45 -15.34 3.41 7.27
C20 -18.11 11.16 9.86
O14 -19.02 10.09 9.89
P3 -20.52 10.38 10.39
O15 -20.90 11.64 11.04
O16 -21.32 10.31 9.01
C21 -21.38 9.13 8.22
O17 -20.82 8.99 11.10
C22 -22.15 8.68 11.49
H46 -17.87 11.49 8.84
H47 -17.17 10.87 10.32
H48 -18.36 12.09 10.38
H49 -20.40 8.67 8.08
H50 -21.90 9.23 7.28
H51 -21.93 8.37 8.78
H52 -22.34 7.61 11.37
H53 -22.96 9.25 11.03
H54 -22.21 8.91 12.56

- Total charge: +1
- 2S+1: 5
- HOMO energy (spin up / spin down): -10.777 / -10.777 eV
- Orbital gap (spin up / spin down): 6.33 / 6.89 eV
- LUMO energy (spin up / spin down): -0.163 / -0.143 hartree